Entry 1:
{
  "formula": "C3F4NO4",
  "method": "wB97M-V/def2-TZVPD",
  "elements": ["C", "C", "C", "N", "O", "O", "O", "O", "F", "F", "F", "F"],
  "xyz": [[-0.4878, -1.3671, -3.4129], [0.5211, 1.8109, 0.6725], [0.6554, -1.6659, 1.1583], [-0.0990, 2.7164, 1.5384], [-0.2830, -0.2818, -3.3104], [0.5430, 2.9261, 2.5373], [-0.7496, -2.4971, -3.5377], [-1.1298, 3.2958, 1.1877], [-0.2987, 1.6242, -0.3553], [1.4552, -2.6840, 0.6362], [0.3906, -2.1086, 2.4126], [-0.5174, -1.7689, 0.4732]],
  "forces_ev_per_angstrom": [[-1.43, -5.55, -0.47], [1.21, -1.41, -0.49], [-0.98, -2.88, -0.17], [-0.39, -0.60, -2.05], [1.25, 5.56, 0.50], [0.70, 0.96, 2.67], [0.18, 0.00, 0.00], [-0.91, 0.78, 0.48], [-0.54, -0.13, -0.60], [-0.25, 1.58, 0.15], [0.24, 1.00, -0.36], [0.92, 0.69, 0.33]],
  "homo_energy_ev": [-3.3, -4.8],
  "homo_lumo_gap_ev": [4.7, 7.6],
  "charge": -1,
  "energy_ev": -23655.685
}



Entry 2:
{
  "formula": "C3F9KO9S3",
  "method": "wB97M-V/def2-TZVPD",
  "elements": ["K", "C", "F", "F", "F", "S", "O", "O", "O", "C", "F", "F", "F", "S", "O", "O", "O", "C", "F", "F", "F", "S", "O", "O", "O"],
  "xyz": [[-1.0421, -0.6836, -0.3078], [2.4352, -4.8436, 0.1682], [2.4317, -4.6456, -1.2084], [1.5322, -5.8481, 0.4295], [3.6602, -4.9440, 0.6820], [1.8025, -3.1615, 0.9630], [2.8008, -2.1867, 0.5562], [0.5285, -2.8204, 0.2646], [1.6642, -3.4488, 2.3924], [0.9821, 1.5237, 2.1082], [1.9497, 1.1562, 2.9392], [1.0162, 2.8753, 1.9217], [1.1240, 0.8767, 0.9288], [-0.7922, 1.3316, 2.9542], [-1.0889, -0.0978, 2.9208], [-0.6957, 1.9130, 4.2987], [-1.8001, 2.0639, 2.1147], [-1.6009, 3.0239, -3.7485], [-0.5203, 2.2375, -3.9500], [-1.0977, 4.2116, -3.4597], [-2.3962, 3.0753, -4.7600], [-2.5651, 2.2137, -2.2573], [-3.4615, 3.3367, -1.8054], [-3.3376, 1.0610, -2.8075], [-1.5289, 1.7800, -1.3377]],
  "forces_ev_per_angstrom": [[0.14, 0.29, 0.48], [-2.79, 3.66, -0.01], [0.76, -1.06, 1.73], [2.12, 0.43, -0.22], [-0.35, -1.71, -0.87], [-1.58, 1.10, -0.44], [0.52, -0.92, 0.46], [0.78, -1.23, 0.67], [0.40, -0.20, -1.53], [-2.57, 0.85, 0.99], [0.13, 0.11, -0.44], [0.98, -0.90, -0.43], [0.00, 0.58, 0.74], [-3.36, 0.70, -0.44], [1.03, -0.07, -0.19], [1.06, -0.49, -1.15], [2.68, -0.87, 0.78], [0.33, -1.97, 3.82], [-0.18, -0.18, -1.00], [-0.27, 0.86, -0.10], [-0.49, 0.27, -1.93], [-3.16, 0.97, 0.29], [2.19, -2.08, -1.05], [1.40, 1.56, 0.11], [0.23, 0.31, -0.28]],
  "homo_energy_ev": -3.6,
  "homo_lumo_gap_ev": 7.9,
  "charge": -2,
  "energy_ev": -94830.940
}



Entry 3:
{
  "formula": "C3FO2",
  "method": "wB97M-V/def2-TZVPD",
  "elements": ["O", "C", "O", "C", "C", "F"],
  "xyz": [[1.6890, 1.1243, 0.0002], [1.1915, 0.0000, 0.0001], [1.6886, -1.1246, 0.0002], [-0.3550, 0.0003, -0.0003], [-1.5525, 0.0000, -0.0003], [-2.8782, 0.0000, 0.0003]],
  "forces_ev_per_angstrom": [[0.34, 0.69, 0.00], [-0.83, 0.00, 0.00], [0.34, -0.69, 0.00], [0.25, 0.00, 0.00], [-1.09, 0.00, 0.00], [0.99, 0.00, 0.00]],
  "smiles": "O=C([O-])C#CF",
  "homo_energy_ev": -4.4,
  "homo_lumo_gap_ev": 8.2,
  "charge": -1,
  "energy_ev": -9922.358
}



Entry 4:
{
  "formula": "C3H10AgSSi",
  "method": "wB97M-V/def2-TZVPD",
  "elements": ["C", "C", "S", "C", "Si", "H", "H", "H", "H", "H", "H", "H", "H", "H", "H", "Ag"],
  "xyz": [[2.6999, 0.0695, 0.1554], [1.1100, 0.3041, -0.2805], [0.1221, -0.8781, 0.8447], [-1.6358, -0.9219, 0.1045], [-2.3735, 0.8581, 0.4843], [2.6526, -0.2474, 1.3050], [3.3755, 1.0085, -0.0208], [3.0810, -0.8909, -0.4218], [0.8965, 0.0317, -1.4020], [0.8489, 1.4107, 0.0045], [-1.5623, -1.1334, -1.0567], [-2.2293, -1.7767, 0.6735], [-1.7771, 1.7487, -0.5422], [-3.8338, 0.8870, 0.4234], [-1.8406, 1.3140, 1.7937], [0.4662, -1.7838, -2.0651]],
  "forces_ev_per_angstrom": [[-0.70, -1.47, 0.41], [1.47, 0.26, 0.91], [-1.45, 1.09, -1.47], [1.03, -1.99, 0.02], [0.09, 1.26, 0.04], [0.48, 0.99, -2.43], [-1.51, -1.88, 0.28], [-0.46, 2.18, 1.17], [0.22, 1.23, 1.63], [-0.09, -2.06, -0.85], [-0.42, 0.49, 2.10], [1.36, 1.64, -1.24], [0.04, -0.33, 0.00], [-0.09, -0.44, -0.02], [0.00, -0.41, -0.11], [0.04, -0.57, -0.43]],
  "homo_energy_ev": [-19.4, -19.6],
  "multiplicity": 2,
  "homo_lumo_gap_ev": [8.8, 7.1],
  "charge": 2,
  "energy_ev": -25962.333
}



Entry 5:
{
  "formula": "C3H10BNO",
  "method": "wB97M-V/def2-TZVPD",
  "elements": ["C", "B", "O", "H", "H", "H", "C", "N", "C", "H", "H", "H", "H", "H", "H", "H"],
  "xyz": [[3.2416, -0.2253, 0.7049], [2.3476, -1.0912, -0.2987], [2.5350, -1.3580, -1.4197], [3.8783, 0.1215, -0.1222], [3.7082, -0.7955, 1.4756], [2.7718, 0.6635, 1.2134], [-1.6953, -0.2973, 0.8623], [-0.9070, 0.0832, -0.3754], [-2.1182, 0.6236, -1.0802], [-2.3865, -0.9231, 0.3223], [-1.1260, -0.8436, 1.5113], [-2.2683, 0.6048, 1.3349], [-0.1516, 1.0671, -0.2109], [-3.2323, 0.3503, -0.6917], [-2.2044, 1.7006, -1.1378], [-2.3929, 0.3194, -2.0882]],
  "forces_ev_per_angstrom": [[-2.04, 1.04, -0.01], [1.61, 2.38, 3.61], [-0.89, -2.04, -4.13], [0.38, 0.04, 0.93], [0.64, -0.45, 0.23], [0.24, -0.96, -0.69], [-0.54, 2.31, -1.40], [-0.04, 3.97, 0.82], [-2.93, 0.67, -1.36], [-0.50, -0.69, 1.13], [1.48, -1.20, 2.05], [1.08, -1.70, -0.58], [-3.16, -3.81, -0.34], [2.79, 0.48, 0.11], [0.47, 0.44, 0.23], [1.44, -0.48, -0.60]],
  "smiles": "CB=O.CNC",
  "homo_energy_ev": -9.5,
  "homo_lumo_gap_ev": 9.8,
  "energy_ev": -7484.501
}



Entry 6:
{
  "formula": "C3H10BNO",
  "method": "wB97M-V/def2-TZVPD",
  "elements": ["C", "N", "C", "B", "O", "H", "H", "H", "H", "H", "H", "C", "H", "H", "H", "H"],
  "xyz": [[-1.9038, 0.9724, -0.8813], [-1.8258, 0.1148, 0.2663], [-1.2634, 0.7187, 1.4252], [-1.9008, -1.2845, 0.0859], [-2.0712, -2.4477, 0.1133], [-1.0523, 1.1588, -1.3439], [-2.6269, 0.6130, -1.6608], [-2.2760, 1.9594, -0.5504], [-0.1341, 1.0823, 1.2664], [-1.7475, 1.5752, 1.8739], [-1.2092, -0.0326, 2.1431], [2.5184, -1.5833, -0.6351], [2.2968, -2.4700, -0.0921], [1.7039, -0.9381, -0.7570], [3.3401, -1.0235, -0.2642], [2.7175, -1.8910, -1.5873]],
  "forces_ev_per_angstrom": [[-5.05, 0.32, 0.80], [-0.27, -0.77, -1.09], [3.34, 0.97, -0.38], [0.22, 4.46, 1.00], [-0.32, -3.63, -0.31], [4.37, 0.56, -2.00], [0.53, 0.09, 0.82], [-0.08, -0.35, -0.12], [-2.14, -0.74, 0.09], [-0.77, 0.20, -0.42], [0.20, -1.12, 1.61], [0.05, 0.13, 0.96], [-0.27, -0.40, 0.86], [-1.51, 0.89, 0.34], [0.78, 0.26, 0.55], [0.93, -0.87, -2.70]],
  "smiles": "CN(C)B=O.C",
  "homo_energy_ev": -9.6,
  "homo_lumo_gap_ev": 10.2,
  "energy_ev": -7487.719
}